[1]
C5H10 | ωB97M-V/def2-TZVPD

**LUMO level**: 0.427 eV
**Gap between HOMO and LUMO**: 8.565 eV
**E_HOMO**: -8.14 eV
**Energy relative to the best compared isomer or geometry (same formula, charge and spin)**: 357.27 kJ/mol

ORCA input file:
```
! RIJCOSX wB97M-V def2-TZVPD def2/J DEFGRID3
* xyz 0 1
C -1.04 0.70 1.54
C -0.05 1.14 0.54
C -0.38 0.69 -0.84
C 0.78 -0.26 -1.23
C 1.01 -1.23 -0.08
H -0.65 0.62 2.56
H -1.69 1.60 1.55
H -1.69 -0.15 1.30
H 1.19 -0.64 0.83
H -1.33 0.15 -0.96
H -0.38 1.56 -1.51
H 1.69 0.33 -1.41
H 0.54 -0.78 -2.16
H 1.88 -1.88 -0.21
H 0.12 -1.85 0.09
*
```

Atomic partial charges in e from the natural (NBO) method, atoms 1 to 5: C -0.791; C 0.192; C -0.579; C -0.369; C -0.611

[2]
C5H8 | ωB97M-V/def2-TZVPD

**LUMO level**: 1.212 eV
**Gap between HOMO and LUMO**: 10.451 eV
**E_HOMO**: -9.24 eV
**Energy relative to the best compared isomer or geometry (same formula, charge and spin)**: 65.62 kJ/mol

ORCA input file:
```
! RIJCOSX wB97M-V def2-TZVPD def2/J DEFGRID3
* xyz 0 1
C 0.87 0.91 -0.01
C -0.40 1.18 -0.05
C -1.32 -0.08 0.03
C -0.22 -1.16 -0.08
C 1.19 -0.54 0.05
H 1.62 1.62 -0.06
H -0.87 2.16 0.04
H -2.22 -0.16 -0.66
H -1.77 -0.17 1.10
H -0.53 -1.67 -1.03
H -0.37 -1.82 0.75
H 1.80 -0.89 -0.81
H 1.61 -0.94 0.99
*
```

Atomic partial charges in e from the natural (NBO) method, atoms 1 to 5: C -0.198; C -0.176; C -0.433; C -0.407; C -0.445

[3]
CH11O4S | ωB97M-V/def2-TZVPD

**LUMO level**: 3.741 eV
**Gap between HOMO and LUMO**: 7.325 eV
**E_HOMO**: -3.58 eV
**Energy relative to the best compared isomer or geometry (same formula, charge and spin)**: 45.62 kJ/mol

ORCA input file:
```
! RIJCOSX wB97M-V def2-TZVPD def2/J DEFGRID3
* xyz -1 1
C -1.08 0.67 1.49
S 0.05 1.11 0.19
H -1.03 1.34 2.37
H -0.93 -0.34 1.86
H -2.16 0.59 1.18
H -1.88 1.35 -2.17
H -1.01 0.15 -2.12
O -1.89 0.43 -2.44
H 2.04 0.51 2.87
H 2.05 0.10 1.44
O 2.49 -0.10 2.29
H -0.74 -1.39 -0.31
H -1.81 -2.33 -0.75
O -1.28 -2.13 0.02
H 1.66 -0.02 -1.79
H 3.10 0.25 -1.80
O 2.43 -0.19 -2.34
*
```

Atomic partial charges in e from the natural (NBO) method, atoms 1 to 5: C -0.760; S -0.734; H 0.175; H 0.201; H 0.186

[4]
H13O6 | ωB97M-V/def2-TZVPD

**LUMO level**: -3.082 eV
**Gap between HOMO and LUMO**: 11.381 eV
**E_HOMO**: -14.46 eV
**Energy relative to the best compared isomer or geometry (same formula, charge and spin)**: 35.78 kJ/mol

ORCA input file:
```
! RIJCOSX wB97M-V def2-TZVPD def2/J DEFGRID3
* xyz 1 1
O 3.41 1.76 0.33
H 4.00 1.91 1.08
H 3.94 2.03 -0.43
O -1.37 -2.83 1.00
H -1.06 -1.92 1.01
H -1.45 -3.08 1.93
O 0.15 2.27 1.94
H 0.25 3.16 2.29
H -0.23 1.69 2.59
O -0.56 -0.21 -1.81
H -0.54 0.10 -2.72
H -1.37 -0.75 -1.75
O -2.73 -2.10 -1.49
H -2.49 -2.77 -0.83
H -3.55 -2.38 -1.88
O 1.05 0.99 -0.12
H 0.54 0.40 -0.73
H 2.04 1.20 -0.06
H 0.62 1.49 0.64
*
```

Atomic partial charges in e from the natural (NBO) method, atoms 1 to 5: O -0.954; H 0.520; H 0.507; O -0.948; H 0.465

[5]
C3H10NO2 | ωB97M-V/def2-TZVPD

**LUMO level**: 4.351 eV
**Gap between HOMO and LUMO**: 7.058 eV
**E_HOMO**: -2.71 eV
**Energy relative to the best compared isomer or geometry (same formula, charge and spin)**: 110.76 kJ/mol

ORCA input file:
```
! RIJCOSX wB97M-V def2-TZVPD def2/J DEFGRID3
* xyz -1 1
C 0.37 0.68 -0.35
O 0.34 1.47 0.69
C -0.01 -0.75 0.38
C -0.28 -1.83 -0.65
N 1.02 -1.24 1.33
H 1.40 0.63 -0.77
H -0.27 0.97 -1.19
H -0.84 -0.55 1.06
H -0.52 -1.33 -1.54
H 0.65 -2.43 -0.73
H -1.05 -2.42 -0.31
H 1.83 -1.21 0.74
H 1.14 -0.44 1.98
H -0.74 2.95 0.29
H -1.57 2.30 -0.60
O -1.47 3.19 -0.34
*
```

Atomic partial charges in e from the natural (NBO) method, atoms 1 to 5: C -0.025; O -0.977; C -0.064; C -0.630; N -0.855

[6]
C4H4OS | ωB97M-V/def2-TZVPD

**LUMO level**: 0.252 eV
**Gap between HOMO and LUMO**: 8.886 eV
**E_HOMO**: -8.63 eV
**Energy relative to the best compared isomer or geometry (same formula, charge and spin)**: 507.56 kJ/mol

ORCA input file:
```
! RIJCOSX wB97M-V def2-TZVPD def2/J DEFGRID3
* xyz 0 1
C 0.78 -0.18 -0.87
C 0.86 -0.63 0.37
C -0.50 0.64 -0.84
C -0.40 -0.02 0.96
O -0.43 1.27 0.43
S -1.74 -0.60 -0.17
H 1.40 -0.34 -1.73
H 1.56 -1.26 0.88
H -0.79 1.28 -1.67
H -0.74 -0.15 2.65
*
```

Atomic partial charges in e from the natural (NBO) method, atoms 1 to 5: C -0.210; C -0.256; C -0.054; C 0.035; O -0.530

[7]
C4H7O4 | ωB97M-V/def2-TZVPD

**LUMO level (alpha / beta)**: 0.854 / -2.737 eV
**Gap between HOMO and LUMO (alpha / beta)**: 8.458 / 6.548 eV
**E_HOMO (alpha / beta)**: -7.60 / -9.29 eV
**Energy relative to the best compared isomer or geometry (same formula, charge and spin)**: 213.73 kJ/mol

ORCA input file:
```
! RIJCOSX wB97M-V def2-TZVPD def2/J DEFGRID3
* xyz 0 4
O 0.49 -1.24 -1.48
O 1.38 -0.45 -1.94
H 0.30 -1.30 0.69
C -0.11 -0.48 0.09
C -1.57 -0.62 -0.21
O -1.87 -0.51 -1.61
H -2.84 -0.40 -1.69
C 0.42 0.88 0.41
O -0.17 1.92 0.11
C 1.73 0.90 1.17
H -1.83 -1.64 0.09
H -2.14 0.15 0.32
H 1.92 -0.01 1.74
H 2.55 1.05 0.46
H 1.74 1.76 1.85
*
```

Atomic partial charges in e from the natural (NBO) method, atoms 1 to 5: O 0.038; O 0.089; H 0.199; C -0.160; C -0.129

[8]
C6H12O | ωB97M-V/def2-TZVPD

**LUMO level**: 1.183 eV
**Gap between HOMO and LUMO**: 10.702 eV
**E_HOMO**: -9.52 eV
**Energy relative to the best compared isomer or geometry (same formula, charge and spin)**: 36.44 kJ/mol

ORCA input file:
```
! RIJCOSX wB97M-V def2-TZVPD def2/J DEFGRID3
* xyz 0 1
C -2.63 0.29 0.06
C -1.50 -0.56 -0.52
C -0.16 -0.28 0.13
C 1.03 -1.06 -0.43
C 2.21 -0.17 -0.03
C 1.59 1.24 -0.04
O 0.18 1.08 -0.08
H -2.76 0.08 1.13
H -2.40 1.35 -0.04
H -3.58 0.09 -0.44
H -1.73 -1.63 -0.42
H -1.40 -0.35 -1.60
H -0.24 -0.47 1.22
H 1.10 -2.08 -0.02
H 0.93 -1.13 -1.52
H 3.06 -0.26 -0.72
H 2.56 -0.43 0.97
H 1.88 1.82 0.85
H 1.89 1.82 -0.93
*
```

Atomic partial charges in e from the natural (NBO) method, atoms 1 to 5: C -0.606; C -0.405; C 0.103; C -0.421; C -0.434

[9]
C3H8NS | ωB97M-V/def2-TZVPD

**LUMO level**: 4.113 eV
**Gap between HOMO and LUMO**: 6.524 eV
**E_HOMO**: -2.41 eV
**Energy relative to the best compared isomer or geometry (same formula, charge and spin)**: 203.67 kJ/mol

ORCA input file:
```
! RIJCOSX wB97M-V def2-TZVPD def2/J DEFGRID3
* xyz -1 1
C 0.39 -1.26 1.33
S 0.38 -2.21 -0.26
H 1.32 -1.06 1.87
H -0.10 -1.75 2.15
H -0.17 -0.32 1.11
C -0.94 2.63 0.56
C -0.71 1.87 -0.57
N 0.35 1.35 -1.10
H -0.27 2.66 1.48
H -1.76 3.30 0.74
H -1.64 1.45 -1.07
H 1.33 1.83 -1.05
H 0.30 0.38 -1.28
*
```

Atomic partial charges in e from the natural (NBO) method, atoms 1 to 5: C -0.744; S -0.748; H 0.164; H 0.168; H 0.184

[10]
FHNOS | ωB97M-V/def2-TZVPD

**LUMO level**: 4.316 eV
**Gap between HOMO and LUMO**: 7.101 eV
**E_HOMO**: -2.78 eV
**Energy relative to the best compared isomer or geometry (same formula, charge and spin)**: 43.12 kJ/mol

ORCA input file:
```
! RIJCOSX wB97M-V def2-TZVPD def2/J DEFGRID3
* xyz -1 1
N 1.70 -0.76 -0.29
O 0.66 -0.48 -0.95
F -2.73 0.37 0.63
S 2.49 0.35 0.62
H -2.11 0.51 0.00
*
```

The net atomic charges from natural (NBO), expressed in e, are: N -0.180; O -0.530; F -0.570; S -0.287; H 0.567

[11]
C17H23Cl5NO2P2Tm | ωB97M-V/def2-TZVPD

**LUMO level (alpha / beta)**: -8.955 / -8.960 eV
**Gap between HOMO and LUMO (alpha / beta)**: 5.331 / 5.327 eV
**E_HOMO (alpha / beta)**: -14.29 / -14.29 eV

ORCA input file:
```
! RIJCOSX wB97M-V def2-TZVPD def2/J DEFGRID3
* xyz 2 3
Tm -0.01 0.39 0.29
P -2.57 0.51 -0.62
C -2.26 1.15 -2.29
C -0.85 1.36 -2.75
N 0.17 1.12 -1.91
C 1.43 1.40 -2.36
C 1.69 1.93 -3.62
C 0.62 2.18 -4.46
C -0.66 1.89 -4.01
C 2.63 1.16 -1.45
P 2.58 -0.36 -0.39
H -1.55 2.08 -4.60
H 2.72 2.16 -3.89
H 0.77 2.63 -5.44
H 3.57 1.05 -2.01
H 2.77 2.02 -0.76
H -2.76 0.47 -2.92
H -2.84 2.08 -2.38
H -2.03 -4.55 -4.02
O -1.36 -4.06 -4.54
H -1.08 -3.36 -3.90
H -0.25 -4.62 0.27
O -0.10 -2.83 0.34
H -0.19 -3.88 0.52
C 2.97 -1.67 -1.60
H 3.76 -1.32 -2.28
H 3.28 -2.57 -1.06
H 2.06 -1.90 -2.17
C 4.14 -0.22 0.57
H 4.19 -1.09 1.24
H 5.00 -0.21 -0.13
H 4.11 0.71 1.16
C -3.44 1.93 0.16
H -4.41 2.10 -0.33
H -3.61 1.71 1.22
H -2.83 2.84 0.10
C -3.91 -0.68 -0.85
H -4.02 -1.29 0.06
H -4.86 -0.20 -1.09
H -3.64 -1.37 -1.67
Cl -0.54 -0.47 3.10
C -0.30 1.26 3.19
C -0.05 1.80 1.94
C 0.11 3.16 1.81
Cl 0.32 3.72 0.18
C 0.08 4.00 2.93
Cl 0.30 5.69 2.74
C -0.14 3.46 4.22
Cl -0.18 4.44 5.62
C -0.34 2.06 4.34
Cl -0.64 1.32 5.85
*
```

Atomic partial charges in e from the natural (NBO) method, atoms 1 to 5: Tm 1.784; P 0.734; C -0.761; C 0.270; N -0.653

[12]
C33H27ClIrN6O2 | ωB97M-V/def2-TZVPD

**LUMO level (alpha / beta)**: -7.541 / -7.541 eV
**Gap between HOMO and LUMO (alpha / beta)**: 4.246 / 4.823 eV
**E_HOMO (alpha / beta)**: -11.79 / -12.36 eV
**Energy relative to the best compared isomer or geometry (same formula, charge and spin)**: 199.27 kJ/mol

ORCA input file:
```
! RIJCOSX wB97M-V def2-TZVPD def2/J DEFGRID3
* xyz 2 2
Ir 1.96 -1.35 1.17
N 4.86 -2.82 1.17
C 4.94 -1.46 1.02
C 6.24 -0.95 0.87
C 6.44 0.39 0.71
C 5.32 1.22 0.69
C 4.09 0.65 0.84
N 3.85 -0.68 1.00
C 3.82 -3.71 1.29
C 4.17 -5.06 1.39
C 3.20 -6.01 1.52
C 1.87 -5.59 1.56
C 1.60 -4.26 1.46
N 2.55 -3.28 1.32
H 5.77 -3.27 1.16
H 7.08 -1.64 0.90
H 7.44 0.79 0.60
H 5.41 2.29 0.57
H 3.21 1.26 0.82
H 5.22 -5.33 1.37
H 3.46 -7.06 1.59
H 1.05 -6.29 1.66
H 0.59 -3.90 1.50
C -2.47 3.04 -6.38
O -3.39 3.78 -5.55
C -3.00 4.22 -4.37
C -1.71 4.00 -3.83
C -1.44 4.45 -2.57
C -2.43 5.14 -1.83
C -3.67 5.46 -2.43
C -3.97 4.97 -3.66
N -2.27 5.57 -0.55
N -1.36 5.14 0.16
C -0.82 4.01 0.49
C 0.58 4.02 0.86
C 1.23 2.86 1.06
C 0.57 1.56 0.98
O 1.28 0.54 1.06
C -0.91 1.57 0.85
N -1.54 0.41 0.98
C -2.86 0.40 0.95
C -3.63 1.55 0.82
C -2.99 2.76 0.66
C -1.59 2.78 0.64
H -3.04 2.78 -7.27
H -2.15 2.14 -5.87
H -1.62 3.67 -6.64
H -0.94 3.52 -4.41
H -0.44 4.33 -2.15
H -4.38 6.05 -1.87
H -4.92 5.16 -4.14
H 1.09 4.97 0.90
H 2.29 2.89 1.28
H -3.33 -0.57 1.06
H -4.71 1.49 0.85
H -3.55 3.68 0.59
Cl -1.56 -3.65 -1.12
C -2.17 -3.89 0.49
C -3.14 -4.84 0.70
C -3.63 -5.06 1.98
C -3.15 -4.31 3.05
C -2.18 -3.36 2.84
C -1.66 -3.10 1.55
C -0.66 -2.13 1.36
H -3.51 -5.43 -0.14
H -4.40 -5.81 2.14
H -3.53 -4.48 4.05
H -1.79 -2.77 3.67
H -0.32 -1.55 2.21
H -0.33 -1.87 0.36
*
```

Atomic partial charges in e from the natural (NBO) method, atoms 1 to 5: Ir 0.515; N -0.547; C 0.408; C -0.256; C -0.115

Calculated electronic energy in order - -196.3723; -195.2670; -743.8963; -459.0047; -325.5125; -628.0417; -457.2980; -311.0454; -572.0007; -628.6276; -4934.9893; -2316.6005 a.u.